Entry 1:
ORCA calculation (ωB97M-V/def2-TZVPD) on a molecular structure, C42H50Cl2CoO4Se.

Each line ends with the Mulliken charge.
Element x y z (Å)
Co1 -1.5680 -1.3879 -0.6850  0.599
C1 5.9502 0.1954 -0.6819  -1.630
C2 5.3443 -1.1911 -0.4192  2.112
C3 5.5827 -1.5431 1.0491  -2.072
C4 6.0805 -2.2252 -1.2832  -1.693
C5 3.8586 -1.1770 -0.7712  -0.427
C6 2.8559 -1.4690 0.1330  -0.272
C7 1.5181 -1.3981 -0.2397  -0.223
Se1 0.1602 -1.7547 1.0514  0.093
C8 -0.2055 -0.0158 1.7399  0.362
C9 0.5251 0.4567 2.8197  -0.792
C10 0.2635 1.6977 3.3723  -0.659
C11 -0.7969 2.4153 2.8090  -0.216
C12 -1.5607 1.9768 1.7373  -0.711
C13 -1.2352 0.7267 1.1268  0.328
O1 -1.8712 0.3216 0.0601  0.462
C14 -2.7190 2.8143 1.1943  2.720
C15 -4.0168 1.9922 1.1942  -1.200
C16 -2.9812 4.0690 2.0325  -2.582
C17 -2.3885 3.2686 -0.2345  -1.184
C18 1.1038 2.2131 4.5408  2.282
C19 2.5760 2.3067 4.1145  -1.624
C20 0.9884 1.2522 5.7326  -1.710
C21 0.6585 3.5994 5.0072  -2.211
C22 1.1038 -1.0084 -1.5263  0.359
O2 -0.1443 -0.7810 -1.8296  -0.371
C23 2.1346 -0.8194 -2.4991  -0.421
C24 3.4517 -0.8680 -2.0768  -0.290
C25 1.7872 -0.4797 -3.9537  2.662
C26 0.6261 -1.3383 -4.4844  -1.857
C27 2.9773 -0.7249 -4.8946  -2.267
C28 1.4045 1.0052 -4.0338  -1.493
H1 7.0128 0.2065 -0.4194  0.465
H2 5.4381 0.9577 -0.0911  0.338
H3 5.8603 0.4745 -1.7335  0.300
H4 6.6545 -1.5266 1.2618  0.439
H5 5.2107 -2.5418 1.2901  0.375
H6 5.0963 -0.8294 1.7182  0.300
H7 7.1442 -2.2527 -1.0264  0.465
H8 5.9967 -1.9874 -2.3454  0.307
H9 5.6622 -3.2223 -1.1303  0.345
H10 3.0879 -1.7494 1.1532  0.473
H11 1.3124 -0.1712 3.2258  0.366
H12 -1.0488 3.3712 3.2428  0.497
H13 -4.2801 1.6982 2.2148  0.345
H14 -3.9211 1.0926 0.5932  -0.235
H15 -4.8357 2.5995 0.7946  0.437
H16 -3.2220 3.8250 3.0709  0.449
H17 -3.8361 4.6015 1.6083  0.472
H18 -2.1321 4.7577 2.0266  0.406
H19 -2.1963 2.4121 -0.8781  -0.180
H20 -1.5002 3.9074 -0.2329  0.299
H21 -3.2217 3.8405 -0.6539  0.493
H22 2.9593 1.3361 3.7946  0.294
H23 3.1965 2.6599 4.9443  0.454
H24 2.6901 2.9985 3.2771  0.351
H25 1.3376 0.2514 5.4723  0.314
H26 -0.0510 1.1676 6.0576  0.361
H27 1.5881 1.6103 6.5755  0.454
H28 0.7316 4.3365 4.2045  0.398
H29 1.2988 3.9314 5.8287  0.436
H30 -0.3727 3.5926 5.3679  0.395
H31 4.2275 -0.6730 -2.8062  0.186
H32 0.7731 -2.3927 -4.2367  0.378
H33 0.5800 -1.2448 -5.5735  0.395
H34 -0.3313 -1.0425 -4.0715  0.334
H35 3.3560 -1.7459 -4.8006  0.397
H36 3.8048 -0.0358 -4.7154  0.345
H37 2.6553 -0.5724 -5.9273  0.512
H38 0.5799 1.2248 -3.3532  0.179
H39 1.0987 1.2745 -5.0503  0.441
H40 2.2517 1.6343 -3.7491  0.317
Cl1 -3.5215 -7.4005 2.7538  -0.266
C29 -3.3385 -5.8233 2.0312  0.102
C30 -4.0925 -4.7428 2.5399  -0.513
C31 -3.9811 -3.5000 2.0006  -1.066
C32 -3.0851 -3.2171 0.9164  0.133
O3 -3.0302 -2.0323 0.4692  -0.049
C33 -2.3451 -4.3330 0.4147  1.443
C34 -1.5133 -4.2428 -0.7412  -0.511
O4 -1.2238 -3.2392 -1.3929  -0.456
C35 -2.4941 -5.6186 0.9861  -0.986
H41 -4.7601 -4.9205 3.3743  0.405
H42 -4.5508 -2.6638 2.3850  0.427
H43 -1.1090 -5.2032 -1.1014  0.231
H44 -1.9219 -6.4433 0.5770  0.383
Cl2 -5.6844 -0.2292 -1.2471  -0.228
C36 -4.5686 0.7011 -2.2160  0.869
C37 -5.0005 1.9419 -2.6651  -0.685
C38 -4.1659 2.7155 -3.4518  -0.506
C39 -2.8958 2.2486 -3.7623  -0.751
C40 -2.4801 1.0132 -3.3003  0.051
C41 -3.3091 0.1875 -2.5301  -0.538
C42 -2.8639 -1.1651 -2.1588  -1.618
H45 -5.9903 2.2857 -2.3951  0.412
H46 -4.5031 3.6822 -3.8056  0.371
H47 -2.2214 2.8525 -4.3580  0.375
H48 -1.4837 0.6494 -3.5096  0.342
H49 -2.3001 -1.6006 -2.9832  0.517
H50 -3.6863 -1.8064 -1.8597  0.938

Cartesian forces (eV/Å) of the 2 atoms listed first:
-0.494 -0.262 -0.197
0.008 0.019 -0.009

Values from the calculation:
energy relative to the best compared isomer or geometry (same formula, charge and spin)	0.0	kJ/mol
frontier orbital gap	7.041	eV
net charge	-1
DFT total energy	-6636.13180	Eh

---

Entry 2:
ORCA calculation (ωB97M-V/def2-TZVPD) on a molecular structure, C42H50N3O3STeW.

Each line ends with the Mulliken spin population.
Element x y z (Å)
W1 1.7218 -0.4643 1.2318  0.774
C1 5.2929 2.2853 -0.5874  -0.002
C2 3.9357 1.5748 -0.5245  0.002
C3 2.7998 2.5700 -0.7738  -0.004
C4 3.7577 0.8935 0.8140  -0.026
C5 3.4542 1.6254 1.9754  -0.001
C6 3.5215 1.0294 3.2470  0.018
C7 3.7007 -0.3478 3.4020  0.006
C8 3.8178 -0.9467 4.7611  -0.005
C9 3.8415 -1.1297 2.2357  0.037
C10 3.9662 -0.5079 0.9531  0.033
H1 5.4130 2.7390 -1.5678  0.000
H2 6.1148 1.5910 -0.4248  0.000
H3 5.3482 3.0707 0.1635  0.000
H4 3.9024 0.8095 -1.3115  -0.006
H5 2.9411 3.4825 -0.2000  0.001
H6 1.8327 2.1206 -0.5176  0.014
H7 2.7776 2.8473 -1.8231  0.000
H8 3.3456 2.7025 1.9038  0.005
H9 3.4722 1.6522 4.1275  -0.002
H10 3.5376 -1.9955 4.7642  -0.001
H11 3.2099 -0.4055 5.4811  0.000
H12 4.8525 -0.8813 5.0987  0.001
H13 4.1135 -2.1778 2.3474  0.008
H14 4.4539 -1.0493 0.1416  -0.011
C11 -4.0995 1.1004 5.9470  0.000
C12 -3.3279 0.3798 4.8949  0.000
C13 -2.2153 -0.3895 5.2361  0.000
C14 -1.5296 -1.1143 4.2800  0.000
C15 -1.9525 -1.0529 2.9636  0.002
C16 -3.0555 -0.2977 2.5929  0.001
C17 -3.7283 0.4276 3.5591  0.001
S1 -1.2071 -2.1051 1.7586  0.006
O1 -1.6803 -3.4419 1.8753  0.002
O2 -1.4577 -1.5140 0.4306  0.000
N1 0.4533 -2.0747 1.9120  -0.027
C18 1.0186 -2.9605 1.0007  0.020
C19 0.8327 -4.3295 0.8529  -0.019
C20 1.5483 -4.9713 -0.1471  0.036
C21 2.4282 -4.2545 -0.9555  -0.010
C22 2.5497 -2.8947 -0.7671  0.055
N2 1.8484 -2.2623 0.1864  -0.016
H15 -3.4902 1.2792 6.8285  0.000
H16 -4.9567 0.5010 6.2578  0.000
H17 -4.4858 2.0459 5.5757  0.000
H18 -1.9050 -0.4374 6.2676  0.000
H19 -0.6842 -1.7321 4.5407  0.001
H20 -3.3973 -0.2963 1.5635  -0.002
H21 -4.5847 1.0237 3.2821  0.000
H22 0.1470 -4.8494 1.5003  0.000
H23 1.4295 -6.0302 -0.3079  0.000
H24 3.0092 -4.7473 -1.7174  0.000
H25 3.1763 -2.2818 -1.4052  -0.004
C23 0.2808 1.5473 3.0741  0.018
C24 -0.4558 1.4179 1.7511  0.014
O3 -1.4566 2.1076 1.5479  0.004
N3 0.0264 0.5510 0.8590  -0.035
Te1 -1.6063 0.5098 -0.5607  0.061
C25 -2.5546 -0.7848 -2.0438  0.001
C26 -3.5096 0.0265 -2.6859  -0.003
C27 -3.4724 1.5246 -2.6044  0.007
C28 -4.5123 -0.5493 -3.4495  0.001
C29 -4.6174 -1.9245 -3.5874  0.000
C30 -5.7202 -2.5663 -4.3619  0.000
C31 -3.6432 -2.7042 -2.9830  -0.001
C32 -2.6115 -2.1752 -2.2138  -0.002
C33 -1.6567 -3.1913 -1.6511  0.005
C34 -0.3433 1.5411 -1.9820  0.021
C35 -0.3944 2.9282 -2.1453  -0.003
C36 -1.1957 3.7991 -1.2319  0.001
C37 0.3482 3.5018 -3.1751  -0.001
C38 1.1562 2.7486 -4.0167  0.000
C39 1.9178 3.3832 -5.1326  0.000
C40 1.2481 1.3788 -3.7849  0.000
C41 0.5062 0.7725 -2.7861  -0.018
C42 0.5997 -0.6983 -2.5379  0.025
H26 -0.4512 1.7960 3.8423  0.000
H27 0.9852 2.3793 3.0148  0.002
H28 0.7776 0.5947 3.3348  -0.005
H29 -3.1203 1.8611 -1.6200  0.000
H30 -4.4659 1.9392 -2.7711  0.001
H31 -2.8067 1.9268 -3.3708  -0.001
H32 -5.2318 0.0927 -3.9327  0.000
H33 -6.4130 -1.8307 -4.7609  0.000
H34 -6.2686 -3.2545 -3.7193  0.000
H35 -5.3118 -3.1418 -5.1923  0.000
H36 -3.6936 -3.7770 -3.1000  0.000
H37 -1.5299 -4.0060 -2.3620  0.000
H38 -2.0722 -3.6087 -0.7335  0.001
H39 -0.6803 -2.7833 -1.4166  0.003
H40 -1.5558 3.2350 -0.3684  0.000
H41 -2.0498 4.2337 -1.7488  0.000
H42 -0.5833 4.6247 -0.8737  0.000
H43 0.2810 4.5700 -3.3212  0.000
H44 2.0845 4.4408 -4.9480  0.000
H45 1.3485 3.2901 -6.0570  0.000
H46 2.8734 2.8878 -5.2853  0.000
H47 1.8990 0.7799 -4.4039  0.000
H48 1.5343 -1.1065 -2.9136  -0.001
H49 -0.2139 -1.2055 -3.0575  0.000
H50 0.5183 -0.8878 -1.4560  0.014

Cartesian forces (eV/Å) of the 2 atoms listed first:
-1.214 0.400 1.196
-0.081 -0.285 0.038

Values from the calculation:
frontier orbital gap (alpha / beta)	6.208 / 6.320	eV
net charge	+2
<S²>	0.765
multiplicity	2
DFT total energy	-2753.08606	Eh

---

Entry 3:
ORCA calculation (ωB97M-V/def2-TZVPD) on a molecular structure, C42H51BBr2Cl2CrN7O2S3.

Each line ends with the Mulliken spin population.
Element x y z (Å)
Cr1 2.0056 -0.9262 0.6184  3.080
C1 -1.3712 -2.7047 4.3142  0.001
C2 -1.6306 -1.9567 3.0423  0.009
C3 -2.8498 -1.9561 2.4264  -0.017
C4 -3.0316 -1.3285 1.1725  0.010
N1 -2.0874 -0.5747 0.6517  -0.025
N2 -0.9291 -0.5107 1.2854  0.029
B1 0.1763 0.4318 0.7903  -0.127
N3 -0.0450 1.0777 -0.5845  -0.004
N4 -1.1414 1.8627 -0.5837  0.001
C5 -1.4329 2.5177 -1.6682  -0.003
C6 -0.6290 2.3933 -2.8354  0.003
C7 0.4978 1.6372 -2.8323  -0.002
C8 1.4126 1.5343 -4.0128  -0.011
C9 0.8107 0.9608 -1.6138  0.034
S1 2.2868 0.1063 -1.4952  -0.074
C10 -2.6393 3.4385 -1.6616  -0.002
C11 -3.3025 3.4557 -0.2861  -0.001
C12 -3.6337 2.9545 -2.7282  0.000
C13 -2.1689 4.8603 -2.0085  0.000
N5 0.4225 1.5073 1.8902  0.005
N6 -0.6971 2.0068 2.4232  -0.001
C14 -0.5845 2.8976 3.3727  0.008
C15 0.6946 3.3416 3.7988  -0.004
C16 1.8350 2.8218 3.2641  0.024
C17 3.2095 3.2214 3.6996  -0.005
C18 1.6552 1.8176 2.2799  0.005
S2 2.9820 0.9730 1.5756  -0.105
C19 -1.8606 3.4634 3.9686  -0.002
C20 -2.0352 4.8857 3.4087  0.000
C21 -1.7427 3.5265 5.4975  0.000
C22 -3.0657 2.6015 3.5907  0.000
C23 -0.6119 -1.2574 2.3596  0.001
S3 1.0510 -1.3495 2.7705  0.229
C24 -4.3233 -1.5127 0.4015  0.002
C25 -4.2567 -0.8244 -0.9575  0.002
C26 -4.5280 -3.0235 0.1877  0.004
C27 -5.4834 -0.9344 1.2224  0.004
H1 -2.1932 -2.5493 5.0118  0.000
H2 -0.4441 -2.3943 4.7910  -0.001
H3 -1.3013 -3.7747 4.1128  0.003
H4 -3.6783 -2.4813 2.8836  0.002
H5 -0.9072 2.9298 -3.7330  -0.001
H6 0.9297 1.9275 -4.9045  -0.001
H7 1.7156 0.5028 -4.1973  0.002
H8 2.3242 2.1078 -3.8306  0.001
H9 -3.5968 2.4572 0.0363  0.000
H10 -4.1866 4.0919 -0.3185  0.000
H11 -2.6184 3.8525 0.4666  0.001
H12 -3.9475 1.9273 -2.5465  0.000
H13 -3.2099 3.0083 -3.7321  0.000
H14 -4.5193 3.5899 -2.7129  0.000
H15 -1.3768 5.1913 -1.3343  0.000
H16 -3.0067 5.5505 -1.9085  0.000
H17 -1.8036 4.9366 -3.0334  0.000
H18 0.7677 4.0938 4.5726  0.000
H19 3.1725 4.1006 4.3380  -0.001
H20 3.8453 3.4354 2.8399  0.001
H21 3.6812 2.4085 4.2560  0.000
H22 -1.2089 5.5342 3.7065  0.000
H23 -2.9572 5.3199 3.7950  0.000
H24 -2.0887 4.8785 2.3186  0.000
H25 -0.9937 4.2440 5.8322  0.000
H26 -1.5044 2.5496 5.9231  0.000
H27 -2.6981 3.8468 5.9125  0.000
H28 -3.1394 2.4602 2.5128  0.000
H29 -3.9751 3.0882 3.9416  0.000
H30 -3.0030 1.6186 4.0638  0.000
H31 -3.3731 -1.1296 -1.5196  0.000
H32 -4.2304 0.2573 -0.8458  0.000
H33 -5.1433 -1.0871 -1.5345  0.000
H34 -3.6919 -3.4569 -0.3643  0.000
H35 -5.4356 -3.1831 -0.3938  0.000
H36 -4.6388 -3.5661 1.1275  0.000
H37 -5.3637 0.1413 1.3645  -0.001
H38 -5.5713 -1.4020 2.2041  0.000
H39 -6.4208 -1.1053 0.6930  0.000
Br1 1.8595 -4.8302 2.6581  0.010
C28 3.4158 -4.1783 3.5789  0.000
Br2 4.1923 -2.5753 2.8156  0.006
H40 4.1746 -4.9476 3.5251  0.000
H41 3.1419 -3.9488 4.5997  -0.001
Cl1 3.4950 -2.1511 -5.6608  0.000
C29 4.7201 -1.4730 -4.6400  0.000
C30 5.5907 -0.5501 -5.1983  0.000
C31 6.5007 0.1357 -4.4141  0.000
C32 6.5170 -0.0908 -3.0477  0.000
C33 5.6639 -1.0323 -2.5113  0.001
Cl2 5.7448 -1.2921 -0.7695  0.003
C34 4.7572 -1.7955 -3.2806  0.000
N7 3.9290 -2.7080 -2.6715  0.003
C35 3.3753 -3.9190 -3.1507  -0.002
C36 4.1512 -4.7775 -3.9179  0.000
C37 3.6508 -5.9938 -4.3472  0.000
C38 2.3669 -6.3759 -3.9949  0.000
C39 1.5909 -5.5224 -3.2300  -0.001
C40 2.0658 -4.2864 -2.7998  0.008
C41 1.0544 -3.3493 -2.1677  -0.010
C42 1.3132 -2.6938 -0.8566  0.033
O1 0.4491 -1.8779 -0.3731  -0.067
O2 2.3815 -2.7737 -0.1879  -0.066
H42 5.5274 -0.3619 -6.2612  0.000
H43 7.1806 0.8482 -4.8577  0.000
H44 7.2002 0.4439 -2.4029  0.000
H45 3.8896 -2.6335 -1.6684  0.005
H46 5.1653 -4.4852 -4.1603  0.000
H47 4.2706 -6.6479 -4.9452  0.000
H48 1.9674 -7.3250 -4.3234  0.000
H49 0.5775 -5.8136 -2.9790  0.000
H50 0.0975 -3.8652 -2.0541  0.000
H51 0.8546 -2.5090 -2.8445  0.003

Cartesian forces (eV/Å) of the 2 atoms listed first:
0.393 -2.055 -0.754
0.008 0.016 -0.013

Values from the calculation:
energy relative to the best compared isomer or geometry (same formula, charge and spin)	178.5	kJ/mol
frontier orbital gap (alpha / beta)	4.009 / 3.279	eV
net charge	+2
<S²>	3.909
multiplicity	4
DFT total energy	-10496.74182	Eh